No. 1
Density functional theory data (ωB97M-V/def2-TZVPD) for a 17-piece molecular cluster, C38H75Cl32IO2 overall.

Element x y z (Å)
1 C -2.5925 -2.2957 1.3666
2 C -1.5566 -1.4239 0.6669
3 C -0.8777 -0.4765 1.6679
4 C -1.7285 0.7880 1.8946
5 C 0.5303 -0.0705 1.2319
6 I 1.5739 0.8261 2.9071
7 O 1.2516 -1.1084 0.6078
8 C 1.7869 -2.1068 1.3521
9 O 1.5182 -3.2558 1.1855
10 H -3.1679 -1.6627 2.0502
11 H -3.3032 -2.7207 0.6610
12 H -2.1297 -3.0745 1.9682
13 H -0.8350 -2.0324 0.1286
14 H -2.0908 -0.8268 -0.0749
15 H -0.8354 -0.9846 2.6361
16 H -1.1151 1.6784 2.0225
17 H -2.3397 0.6886 2.7909
18 H -2.3974 0.9664 1.0544
19 H 0.4625 0.7267 0.4995
20 H 2.5448 -1.7639 2.0667
21 Cl 2.3693 4.4604 1.8143
22 C 3.9738 4.7483 1.0946
23 C 5.0009 3.7618 1.5820
24 Cl 5.4018 3.9939 3.3065
25 H 4.2618 5.7723 1.3175
26 H 3.8603 4.6385 0.0166
27 H 5.9219 3.8888 1.0168
28 H 4.6480 2.7400 1.4636
29 Cl -4.1472 -0.6790 -2.2171
30 C -5.1637 -2.0086 -2.8252
31 C -4.6615 -3.3598 -2.4012
32 Cl -3.1265 -3.8206 -3.1873
33 H -5.2204 -1.9173 -3.9067
34 H -6.1583 -1.8620 -2.4033
35 H -5.4114 -4.0967 -2.6644
36 H -4.5034 -3.4061 -1.3256
37 Cl 7.6815 3.6699 -0.7495
38 C 9.1608 2.6738 -0.8671
39 C 10.3332 3.3125 -0.1748
40 Cl 10.9121 4.7811 -1.0020
41 H 9.3601 2.5115 -1.9230
42 H 8.9397 1.7186 -0.3948
43 H 11.1799 2.6307 -0.1659
44 H 10.0910 3.5885 0.8481
45 Cl -5.2110 1.4966 0.0203
46 C -5.9998 2.9721 0.6354
47 C -5.7180 3.1816 2.0982
48 Cl -6.5044 1.9325 3.1083
49 H -7.0670 2.8816 0.4487
50 H -5.6075 3.8099 0.0603
51 H -6.1188 4.1406 2.4179
52 H -4.6519 3.1473 2.3083
53 Cl -7.0739 -7.8798 -1.3188
54 C -7.0792 -6.6842 0.0159
55 C -8.0813 -5.5823 -0.2115
56 Cl -7.6169 -4.5766 -1.6091
57 H -6.0706 -6.2850 0.0961
58 H -7.3223 -7.2190 0.9323
59 H -8.1075 -4.9303 0.6593
60 H -9.0794 -5.9652 -0.4064
61 Cl -3.1375 3.2573 -2.1757
62 C -1.4772 3.6781 -2.6923
63 C -0.4604 2.7416 -2.1009
64 Cl -0.2594 3.0031 -0.3462
65 H -1.2765 4.7079 -2.4089
66 H -1.4714 3.6030 -3.7776
67 H 0.5186 2.9193 -2.5362
68 H -0.7403 1.7030 -2.2655
69 Cl 1.0146 4.2169 -4.7622
70 C 2.6862 4.6300 -5.2377
71 C 3.6676 3.6782 -4.6050
72 Cl 3.7360 3.8759 -2.8294
73 H 2.8694 5.6594 -4.9419
74 H 2.7443 4.5546 -6.3217
75 H 4.6678 3.8641 -4.9886
76 H 3.4027 2.6449 -4.8053
77 Cl 14.1710 3.1614 -1.6443
78 C 14.1422 4.6878 -2.5640
79 C 15.5291 5.1710 -2.8997
80 Cl 16.4286 5.6870 -1.4481
81 H 13.6001 5.4156 -1.9669
82 H 13.5872 4.4975 -3.4807
83 H 15.4614 6.0351 -3.5581
84 H 16.1121 4.3949 -3.3883
85 Cl 2.9374 0.0724 -5.6367
86 C 4.4414 -0.8738 -5.4672
87 C 5.4477 -0.2017 -4.5708
88 Cl 6.1194 1.2878 -5.2935
89 H 4.8424 -1.0328 -6.4645
90 H 4.1632 -1.8342 -5.0373
91 H 6.2859 -0.8757 -4.4043
92 H 5.0118 0.0684 -3.6121
93 Cl -8.7916 -1.5132 0.1686
94 C -7.5939 -0.7802 1.2805
95 C -6.2531 -1.4550 1.1950
96 Cl -6.3278 -3.1311 1.8194
97 H -8.0034 -0.8452 2.2849
98 H -7.4881 0.2676 1.0046
99 H -5.5297 -0.9125 1.8013
100 H -5.8884 -1.4990 0.1710
101 Cl -7.2358 5.1354 4.8973
102 C -8.1627 6.5719 4.3801
103 C -9.0675 6.2750 3.2142
104 Cl -8.1605 5.9530 1.7079
105 H -7.4487 7.3564 4.1435
106 H -8.7649 6.8809 5.2316
107 H -9.7004 7.1387 3.0197
108 H -9.6945 5.4095 3.4105
109 Cl -10.8547 3.3872 7.9557
110 C -9.2322 4.0835 8.2056
111 C -9.2939 5.4523 8.8326
112 Cl -9.9963 6.6623 7.7222
113 H -8.7331 4.1160 7.2403
114 H -8.6904 3.4087 8.8657
115 H -8.2866 5.7874 9.0727
116 H -9.8959 5.4547 9.7371
117 Cl -3.8123 -5.2667 2.0311
118 C -2.4926 -6.4162 2.3795
119 C -2.9508 -7.5645 3.2383
120 Cl -3.3501 -7.0485 4.9002
121 H -1.6845 -5.8622 2.8510
122 H -2.1519 -6.7973 1.4211
123 H -2.1537 -8.3019 3.3135
124 H -3.8330 -8.0419 2.8201
125 Cl -4.0296 -11.7726 -0.2203
126 C -4.2542 -10.2368 -1.1031
127 C -2.9366 -9.5910 -1.4446
128 Cl -2.1019 -9.0128 0.0247
129 H -4.8666 -9.5863 -0.4870
130 H -4.7992 -10.4674 -2.0166
131 H -3.1010 -8.7223 -2.0797
132 H -2.2661 -10.2778 -1.9536
133 Cl 15.8860 0.1114 2.1043
134 C 15.7695 1.7738 1.4693
135 C 14.6034 2.5259 2.0541
136 Cl 13.0369 1.8704 1.5012
137 H 15.6937 1.7112 0.3869
138 H 16.6941 2.2844 1.7318
139 H 14.6428 3.5638 1.7277
140 H 14.6059 2.4904 3.1400
141 Cl 1.2495 -6.0819 -6.9979
142 C 0.0973 -5.6433 -5.7074
143 C 0.3522 -6.4068 -4.4345
144 Cl -0.0308 -8.1423 -4.6016
145 H -0.9062 -5.8235 -6.0832
146 H 0.2187 -4.5777 -5.5202
147 H -0.2837 -6.0176 -3.6409
148 H 1.3909 -6.3256 -4.1255



No. 2
Density functional theory data (ωB97M-V/def2-TZVPD) for a 3-piece molecular cluster, C38H76BrFI2N3O11P2 overall in a non-equilibrium geometry.

Values from the calculation:
**Net charge**: +1

Element x y z (Å)
1 C 2.5885 -1.5010 2.2423
2 C 1.5248 -0.3251 1.9227
3 C 0.6679 -0.6944 0.6312
4 C 1.5880 -1.0051 -0.6650
5 O 0.7045 -0.9644 -1.7852
6 N 1.2359 -0.8363 -3.0174
7 C 1.8117 0.3513 -3.2268
8 C 2.3821 0.6517 -4.7454
9 C 1.9464 2.1726 -4.8225
10 C 2.6658 2.9363 -6.1634
11 C 3.8475 4.0626 -5.7447
12 O 2.3600 4.3760 -6.3087
13 C 3.9681 0.4949 -4.6523
14 I 4.7173 0.3295 -2.5584
15 C 4.6913 -0.4964 -5.6570
16 C 6.2237 -0.6966 -5.1509
17 I 4.8719 0.2194 -7.7090
18 C 1.4352 -0.5121 -5.3610
19 F 1.9443 -1.3107 -6.4501
20 C 0.0538 -0.0319 -6.0563
21 Br 0.3907 1.0906 -7.6965
22 C -1.0270 0.5957 -5.0725
23 C -2.2014 -0.3761 -4.5963
24 C 1.2440 -1.6833 -4.2494
25 C 0.1649 -2.8236 -4.5063
26 C -0.8428 -3.1754 -3.3219
27 C -2.0922 -3.9680 -3.9744
28 N -1.6858 -5.2651 -4.5918
29 C 2.5581 -2.6172 -3.9916
30 C 2.4463 -3.5556 -2.7033
31 C 2.5897 -5.1075 -3.1529
32 C 4.0195 -5.7210 -2.7794
33 N 4.7978 -6.2431 -3.9337
34 C 4.1499 -7.3559 -4.6064
35 C 3.6834 -7.1259 -6.1277
36 O 3.9616 -8.4755 -4.1159
37 H 2.2290 -2.4388 1.7202
38 H 2.5645 -1.6704 3.3605
39 H 3.6056 -1.1772 1.8566
40 H 0.8061 -0.3116 2.8107
41 H 2.0805 0.6654 1.8220
42 H -0.1002 -1.5053 0.8158
43 H 0.0700 0.2503 0.3637
44 H 2.4283 -0.2540 -0.6044
45 H 2.0583 -2.0236 -0.4297
46 H 1.8408 1.1403 -2.4037
47 H 2.4310 2.7477 -3.9785
48 H 0.8705 2.4059 -5.0267
49 H 2.8541 2.2848 -7.1333
50 H 4.5283 3.4974 -6.5171
51 H 4.0805 5.0548 -6.2305
52 H 4.4538 1.5079 -4.8959
53 H 4.2731 -1.5413 -5.7217
54 H 6.6912 0.2961 -4.8682
55 H 6.8185 -1.0636 -6.0603
56 H 6.3242 -1.5078 -4.3706
57 H -0.4725 -0.9169 -6.5561
58 H -1.5351 1.4412 -5.6589
59 H -0.6076 1.1035 -4.1451
60 H -3.2018 0.1408 -4.7983
61 H -2.1455 -0.5151 -3.4773
62 H -2.1607 -1.3257 -5.2023
63 H -0.4999 -2.6714 -5.4222
64 H 0.6978 -3.8092 -4.7487
65 H -0.4296 -3.9344 -2.5680
66 H -1.2138 -2.3006 -2.7148
67 H -2.6536 -3.3581 -4.7463
68 H -2.7943 -4.2100 -3.1159
69 H -2.5513 -5.8178 -4.7262
70 H -1.4003 -5.0565 -5.5666
71 H 2.7298 -3.2046 -4.9609
72 H 3.5035 -2.0114 -3.8471
73 H 3.3615 -3.3664 -2.0367
74 H 1.5522 -3.3694 -2.0424
75 H 1.7598 -5.7022 -2.6579
76 H 2.4504 -5.2170 -4.2777
77 H 4.7089 -5.0039 -2.2242
78 H 3.8233 -6.5957 -2.0666
79 H 5.0934 -5.5095 -4.5832
80 H 4.4555 -6.4255 -6.5915
81 H 3.6802 -8.0980 -6.7179
82 H 2.6583 -6.6292 -6.1118
83 O -3.0475 2.5101 1.5206
84 P -4.2710 2.0813 2.3340
85 O -3.8122 0.5016 2.5053
86 C -2.7924 0.1954 3.4460
87 C -3.3488 0.1386 4.8568
88 O -5.2884 1.8741 1.0386
89 C -5.1952 2.7303 -0.0951
90 C -4.4719 2.0255 -1.2268
91 O -5.6132 1.6828 3.3149
92 C -6.3776 2.7852 3.8298
93 C -7.3712 3.3069 2.8082
94 H -1.9796 0.9280 3.3776
95 H -2.3813 -0.7802 3.1737
96 H -3.6822 1.1272 5.1833
97 H -2.5932 -0.2187 5.5594
98 H -4.2172 -0.5233 4.9015
99 H -4.7105 3.6759 0.1608
100 H -6.2138 2.9694 -0.4121
101 H -3.4776 1.6913 -0.9207
102 H -4.3665 2.6853 -2.0918
103 H -5.0224 1.1323 -1.5327
104 H -5.7061 3.5811 4.1649
105 H -6.9168 2.4162 4.7055
106 H -6.8595 3.8605 2.0168
107 H -8.0888 3.9837 3.2757
108 H -7.9116 2.4852 2.3335
109 O -2.4979 4.9116 9.5872
110 P -1.3273 4.0185 9.1738
111 O -2.1262 3.1259 8.0315
112 C -2.3940 3.7271 6.7744
113 C -1.1687 3.6918 5.8788
114 O -1.4564 2.9452 10.4322
115 C -1.8900 3.3874 11.7158
116 C -3.3409 3.0081 11.9393
117 O 0.1000 3.1785 8.7425
118 C 1.3323 3.7212 9.2403
119 C 1.5981 3.2926 10.6717
120 H -2.7450 4.7559 6.9117
121 H -3.2055 3.1609 6.3099
122 H -0.3753 4.3278 6.2802
123 H -1.4125 4.0396 4.8722
124 H -0.7659 2.6773 5.8170
125 H -1.7350 4.4625 11.8379
126 H -1.2676 2.8884 12.4636
127 H -3.9872 3.4167 11.1596
128 H -3.6929 3.3705 12.9080
129 H -3.4598 1.9224 11.9076
130 H 1.3222 4.8118 9.1536
131 H 2.1294 3.3446 8.5943
132 H 0.9346 3.8174 11.3634
133 H 2.6260 3.5208 10.9606
134 H 1.4201 2.2227 10.7989



No. 3
Density functional theory data (ωB97M-V/def2-TZVPD) for a 12-piece molecular cluster, C38H76N15O29S overall in a non-equilibrium geometry.

Values from the calculation:
**Net charge**: +1

Element x y z (Å)
1 C 0.3019 -3.3554 -3.2245
2 C -0.1782 -2.1107 -2.4729
3 O -1.1473 -1.3720 -3.1840
4 C -1.4400 -0.1410 -2.5202
5 C -2.4726 -0.3874 -1.4159
6 O -2.4556 0.6087 -0.4130
7 C -1.3548 0.5092 0.4504
8 C -1.7517 -0.1317 1.8170
9 N -2.0296 -1.5603 1.6047
10 O -2.9633 0.4712 2.1710
11 C -3.2712 0.5064 3.5495
12 C -3.5693 -0.8624 4.1526
13 C -4.3638 -0.7418 5.4569
14 S -5.2821 -2.2719 5.8461
15 C -4.2116 -3.4442 5.1173
16 N -3.1388 -3.9906 5.5812
17 N -2.6690 -4.8183 4.5770
18 C -3.4970 -4.7166 3.5952
19 O -4.5112 -3.8591 3.8640
20 C -2.2055 1.3245 4.2876
21 C -2.2795 2.8177 3.9409
22 C -1.5900 3.2187 2.6558
23 O -1.8478 4.5936 2.4684
24 C -1.0203 5.1547 1.4446
25 C -1.5599 4.8603 0.0473
26 N -0.8213 0.7450 4.1119
27 C -0.4965 -0.0493 5.3463
28 O -0.1194 0.8742 6.3114
29 C -0.6489 0.5413 7.6039
30 C -0.6020 -0.0901 2.8691
31 C 0.7337 0.2843 2.2106
32 C 1.9232 0.1917 3.1427
33 O 1.9836 0.8384 4.1609
34 C 3.0319 -0.6849 2.7010
35 C 4.3587 -0.2652 2.7278
36 C 5.3540 -1.1168 2.2513
37 C 5.0224 -2.3680 1.7364
38 C 3.7026 -2.8122 1.7212
39 C 2.7131 -1.9566 2.2043
40 H -0.0035 -4.2522 -2.6907
41 H -0.1123 -3.4426 -4.2201
42 H 1.3849 -3.3867 -3.2403
43 H 0.7040 -1.5069 -2.2323
44 H -0.5680 -2.4551 -1.5071
45 H -1.7994 0.5537 -3.2690
46 H -0.4893 0.2050 -2.1073
47 H -3.4593 -0.3554 -1.8628
48 H -2.3487 -1.4047 -1.0521
49 H -0.6163 -0.1541 -0.0001
50 H -0.9277 1.5022 0.5712
51 H -2.9285 -1.6583 1.1500
52 H -1.2985 -2.0101 1.0695
53 H -4.1802 1.0954 3.6288
54 H -2.6887 -1.4868 4.2741
55 H -4.2089 -1.3715 3.4342
56 H -5.0489 0.0990 5.4346
57 H -3.6630 -0.5811 6.2778
58 H -3.4522 -5.2020 2.6407
59 H -2.4449 1.2510 5.3450
60 H -3.3228 3.1140 3.9526
61 H -1.8040 3.3688 4.7536
62 H -2.0063 2.6988 1.7964
63 H -0.5002 3.0967 2.7399
64 H 0.0119 4.8160 1.5727
65 H -1.0314 6.2251 1.6232
66 H -2.2669 5.6158 -0.2514
67 H -2.0701 3.8980 0.0009
68 H -0.7182 4.8177 -0.6394
69 H -0.1634 1.5318 4.1459
70 H -1.3609 -0.6272 5.6632
71 H 0.3404 -0.7171 5.1540
72 H -0.4112 -0.4971 7.8321
73 H -1.7277 0.6913 7.6141
74 H -0.1649 1.1605 8.3466
75 H -0.4783 -1.1124 3.2137
76 H 0.6957 1.3185 1.8728
77 H 0.9202 -0.3835 1.3831
78 H 4.6238 0.7173 3.0869
79 H 6.3777 -0.7752 2.2496
80 H 5.7921 -3.0111 1.3355
81 H 3.4116 -3.7685 1.3269
82 H 1.6844 -2.2958 2.1634
83 C 7.9788 1.2794 -0.5633
84 N 8.3756 0.3611 0.5392
85 O 8.3273 -0.8290 0.3222
86 O 8.7180 0.8727 1.5885
87 H 7.6995 0.6793 -1.4213
88 H 7.1419 1.8721 -0.2053
89 H 8.8343 1.9099 -0.7854
90 C 7.6183 2.0441 4.8538
91 N 6.8065 2.9246 3.9710
92 O 5.8548 2.4370 3.3939
93 O 7.1497 4.0822 3.8748
94 H 7.1907 1.0490 4.8320
95 H 8.6321 2.0449 4.4651
96 H 7.5841 2.4675 5.8530
97 C -3.5856 -3.2718 -4.2943
98 N -3.0796 -4.2535 -5.2894
99 O -1.9183 -4.5997 -5.1765
100 O -3.8504 -4.6376 -6.1390
101 H -2.7834 -3.0276 -3.6121
102 H -3.9077 -2.3927 -4.8446
103 H -4.4198 -3.7260 -3.7735
104 C -7.2272 -2.8894 -2.1827
105 N -5.9941 -2.6721 -1.3724
106 O -6.0041 -3.0093 -0.2089
107 O -5.0373 -2.1623 -1.9312
108 H -7.9712 -3.3435 -1.5519
109 H -7.5554 -1.9208 -2.5441
110 H -6.9588 -3.5412 -3.0098
111 C -2.7919 7.6915 -3.9899
112 N -2.4370 6.9294 -2.7602
113 O -2.5135 5.7178 -2.8070
114 O -2.0947 7.5797 -1.7956
115 H -3.0745 6.9847 -4.7609
116 H -3.6168 8.3501 -3.7363
117 H -1.9162 8.2633 -4.2807
118 C -11.8251 -4.6578 -2.4725
119 N -10.5837 -4.1042 -3.0786
120 O -10.2407 -4.5211 -4.1594
121 O -9.9854 -3.2563 -2.4379
122 H -12.2384 -5.3920 -3.1530
123 H -11.5504 -5.1092 -1.5240
124 H -12.5100 -3.8290 -2.3225
125 C -2.6030 1.7052 -5.4971
126 N -3.4093 2.5918 -6.3819
127 O -4.2558 2.0727 -7.0761
128 O -3.1554 3.7762 -6.3391
129 H -2.9350 0.6827 -5.6375
130 H -1.5615 1.8201 -5.7825
131 H -2.7666 2.0345 -4.4757
132 C 5.4912 -5.3902 -1.4443
133 N 4.7394 -4.1120 -1.3134
134 O 3.5596 -4.1683 -1.0141
135 O 5.3533 -3.0901 -1.5164
136 H 4.8139 -6.2097 -1.2365
137 H 5.8697 -5.4388 -2.4607
138 H 6.3082 -5.3614 -0.7295
139 C 1.5457 -1.2734 -6.1474
140 N 2.7572 -2.1394 -6.1507
141 O 2.7015 -3.1969 -5.5644
142 O 3.7299 -1.7184 -6.7453
143 H 0.7670 -1.7725 -5.5823
144 H 1.8248 -0.3302 -5.6868
145 H 1.2503 -1.1268 -7.1820
146 C 6.6610 -1.1837 -6.4009
147 N 7.7970 -0.9293 -5.4713
148 O 7.6828 -1.3105 -4.3231
149 O 8.7624 -0.3526 -5.9238
150 H 5.8827 -1.6998 -5.8592
151 H 6.3144 -0.2211 -6.7633
152 H 7.0373 -1.7916 -7.2179
153 C 6.7444 6.9246 2.5095
154 N 6.4379 7.4174 1.1387
155 O 5.2749 7.6263 0.8588
156 O 7.3780 7.5726 0.3894
157 H 5.8147 6.8316 3.0569
158 H 7.2331 5.9631 2.4081
159 H 7.4048 7.6491 2.9765



| no. | E_tot (eV) |
| --- | --- |
| 1 | -453540.431 |
| 2 | -175148.792 |
| 3 | -133162.626 |